one.
Here is C24H23N8O2S2Ti as an isolated structure from the OMol25 dataset. Energies are from wB97M-V/def2-TZVPD.

Structure (XYZ):
```
60
Properties=species:S:1:pos:R:3
C 4.050 0.012 5.853
C 4.700 0.301 7.038
Ti 0.154 0.416 -0.138
H 2.899 -4.162 -1.498
C 3.568 -2.217 0.990
N -3.271 1.986 3.131
H -0.934 -1.992 -1.042
H 2.097 -2.760 -3.897
C -2.038 1.706 3.456
H 4.401 -0.821 5.259
C -3.633 1.702 1.853
C -1.119 1.115 2.563
H -1.725 1.937 4.469
C 2.212 0.519 4.220
N 3.759 -3.178 0.117
H -0.080 4.541 0.112
H -4.649 1.940 1.571
C 0.900 0.971 4.024
S -0.556 -0.586 -3.017
N 1.535 -1.475 -0.024
H 0.525 -2.438 -4.638
H 4.240 0.405 -3.028
C -0.987 -0.930 -1.282
C -1.116 3.066 -0.845
O -0.966 1.817 -1.090
H 3.014 2.811 8.170
N 0.768 2.717 0.568
C 2.582 1.805 6.335
N 0.834 0.145 1.741
N -1.486 0.861 1.285
C 2.199 -0.177 -2.775
C 2.438 -1.381 0.974
H 1.965 -1.595 -5.208
C 3.627 -0.486 -3.155
H 0.880 2.708 1.576
N -0.287 3.558 0.195
C 2.787 -3.341 -0.802
C 2.061 -0.452 2.002
H 1.645 2.953 0.113
N 4.351 1.280 7.873
S 2.046 1.108 -1.594
O -1.903 3.840 -1.366
C 1.456 -1.977 -4.319
C 1.182 -0.882 -3.304
H 4.033 -1.257 -2.490
H 0.951 -2.638 -1.637
C -2.757 1.171 0.949
H 3.710 -0.745 3.283
C 0.228 0.754 2.842
H 5.554 -0.297 7.339
C 2.748 -0.267 3.168
H 0.370 1.464 4.828
C 3.298 2.007 7.498
H 1.762 2.472 6.105
C 1.706 -2.499 -0.878
C 2.940 0.772 5.455
H 4.327 -2.089 1.752
H 3.727 -0.843 -4.180
H -2.033 -0.619 -1.239
H -3.034 1.013 -0.083
```

Calculated values
LUMO energy (alpha / beta)   1.923 / 1.930 eV
Gap between HOMO and LUMO (alpha / beta)   5.036 / 5.039 eV
Multiplicity   1
Charge   -1

=====

two.
Here is C24H23N8O2S2Ti as an isolated structure from the OMol25 dataset. Energies are from wB97M-V/def2-TZVPD.

Structure (XYZ):
```
60
Properties=species:S:1:pos:R:3
C -2.890 4.176 1.979
C -2.340 -2.397 1.415
C 3.267 -3.211 -1.437
H 3.089 -5.315 0.548
H -2.123 4.638 1.371
H -5.721 2.807 4.068
C -1.713 -1.668 0.382
C -4.907 3.193 3.463
H 1.589 3.858 1.014
H -0.372 3.321 1.401
H -0.930 -4.238 -1.510
C -4.021 2.306 2.878
H -1.374 -0.825 -2.096
N -1.324 -2.370 -0.712
O 1.801 2.493 -3.174
C -1.400 -0.267 0.511
C 2.879 -3.273 -0.152
H -2.687 -1.838 2.276
H 3.788 -4.773 -2.828
N -2.478 -3.697 1.442
C -0.780 -1.697 -1.832
H -3.222 0.129 1.494
C 3.594 1.095 -0.561
S 1.706 -2.134 0.480
N -0.394 2.349 -2.739
C 2.174 3.063 0.564
H -0.586 -2.389 -2.640
H 4.718 -4.815 -1.329
O 0.868 0.450 -2.939
N 2.261 0.872 -0.378
H 5.217 2.435 -0.343
H 4.151 0.297 -1.031
N -4.835 4.521 3.350
N 3.440 3.284 0.382
H -1.887 1.795 -1.550
H 3.073 -4.104 1.825
C -0.709 2.337 1.105
C 0.835 1.781 -2.977
C -1.357 -3.729 -0.659
H -2.279 1.896 -3.166
C -1.990 1.902 1.447
Ti 1.140 -0.535 -1.316
C -3.824 4.978 2.610
C -1.928 -4.364 0.396
C 3.418 -4.305 0.812
C 4.161 2.267 -0.184
H -1.950 -5.445 0.416
H 5.061 -3.598 -2.564
N -1.565 1.642 -2.499
H -0.383 3.356 -2.726
C -2.270 0.547 1.195
H -3.755 6.056 2.503
C 1.533 1.843 0.209
C -2.962 2.784 2.100
C 4.261 -4.150 -2.063
C 0.174 1.514 0.443
S 2.596 -2.003 -2.529
H -4.152 1.247 3.057
H 4.511 -4.315 0.831
N -0.195 0.226 -0.032
```

Calculated values
LUMO energy (alpha / beta)   1.748 / 1.900 eV
Gap between HOMO and LUMO (alpha / beta)   4.766 / 4.984 eV
Multiplicity   1
Charge   -1

=====

What is the least stable structure shown above? It is two.